# 1
The following is a DFT calculation (the ωB97M-V functional and the def2-TZVPD basis) of a molecular structure, C37H43HfNO2P in a non-equilibrium geometry.

CARTESIAN COORDINATES (ANGSTROEM)
O (-0.30, 1.85, -0.21)
C (-0.79, 2.32, -1.50)
C (0.38, 3.27, -1.65)
H (-1.75, 2.79, -1.25)
H (-0.86, 1.52, -2.26)
C (0.92, 2.64, -0.30)
H (0.07, 4.31, -1.47)
H (1.02, 3.14, -2.52)
C (0.91, 3.70, 0.79)
H (-0.07, 3.69, 1.31)
H (1.08, 4.70, 0.35)
H (1.71, 3.51, 1.53)
C (2.16, 1.78, -0.38)
H (2.62, 1.93, -1.37)
H (2.24, 0.65, -0.28)
H (2.84, 2.15, 0.40)
Hf (1.28, -0.93, 0.06)
C (1.37, -3.01, -1.16)
C (0.88, -2.07, -2.14)
C (1.85, -1.04, -2.32)
H (-0.05, -2.15, -2.70)
C (2.99, -1.36, -1.48)
C (2.67, -2.59, -0.76)
H (3.37, -3.17, -0.17)
H (0.89, -3.94, -0.86)
H (1.83, -0.22, -3.03)
H (3.97, -0.87, -1.50)
C (1.11, -1.80, 2.41)
C (2.42, -1.31, 2.01)
C (2.37, 0.14, 2.15)
H (3.32, -1.92, 1.89)
C (1.05, 0.51, 2.56)
C (0.30, -0.68, 2.74)
H (-0.71, -0.73, 3.13)
H (0.90, -2.83, 2.69)
H (3.26, 0.79, 2.18)
H (0.73, 1.53, 2.81)
O (3.87, 3.19, -1.55)
C (5.18, 2.95, -0.99)
C (6.01, 4.23, -1.16)
H (5.58, 2.10, -1.56)
H (5.11, 2.64, 0.07)
C (5.03, 5.29, -1.76)
H (6.82, 3.99, -1.85)
H (6.43, 4.58, -0.21)
C (3.72, 4.57, -2.03)
H (5.45, 5.73, -2.68)
H (4.84, 6.08, -1.02)
H (3.44, 4.54, -3.09)
H (2.88, 5.07, -1.49)
N (-0.64, -1.23, 0.00)
P (-2.09, -1.79, 0.28)
C (-2.90, -2.36, -1.25)
C (-3.94, -1.62, -1.82)
C (-4.69, -2.14, -2.88)
C (-4.33, -3.35, -3.49)
C (-3.22, -4.04, -3.00)
C (-2.49, -3.55, -1.91)
C (-2.11, -2.99, 1.66)
C (-2.45, -2.55, 2.95)
C (-2.41, -3.42, 4.05)
C (-2.08, -4.76, 3.88)
C (-1.76, -5.21, 2.59)
C (-1.76, -4.34, 1.49)
C (-3.17, -0.47, 0.87)
C (-2.71, 0.84, 0.98)
C (-3.55, 1.87, 1.42)
C (-4.87, 1.60, 1.77)
C (-5.35, 0.28, 1.66)
C (-4.51, -0.74, 1.22)
H (-4.19, -0.64, -1.43)
H (-5.55, -1.58, -3.26)
H (-4.90, -3.73, -4.33)
H (-2.92, -4.96, -3.48)
H (-1.60, -4.10, -1.58)
H (-2.77, -1.52, 3.12)
H (-2.64, -3.03, 5.04)
H (-2.07, -5.44, 4.73)
H (-1.50, -6.26, 2.45)
H (-1.50, -4.71, 0.50)
H (-1.69, 1.07, 0.69)
H (-3.16, 2.89, 1.49)
H (-5.53, 2.39, 2.14)
H (-6.38, 0.06, 1.92)
H (-4.90, -1.76, 1.12)

Properties
gap between HOMO and LUMO: 7.78 eV
charge: +1



# 2
The following is a DFT calculation (the ωB97M-V functional and the def2-TZVPD basis) of a molecular structure, C37H43MnN4O6PS.

CARTESIAN COORDINATES (ANGSTROEM)
Mn (-0.66, 1.00, 0.51)
C (-1.46, -5.14, -4.19)
O (-0.94, -4.21, -3.23)
C (0.01, -3.34, -3.68)
C (0.43, -3.22, -4.99)
C (1.43, -2.30, -5.32)
C (2.02, -1.53, -4.33)
C (1.62, -1.67, -3.01)
C (0.61, -2.55, -2.69)
N (0.13, -2.76, -1.37)
C (-0.10, -1.84, -0.42)
N (-0.35, -2.35, 0.83)
C (-0.66, -1.59, 1.98)
C (-1.67, -0.62, 2.05)
C (-1.84, 0.09, 3.24)
C (-1.08, -0.20, 4.36)
C (-0.11, -1.19, 4.31)
C (0.11, -1.88, 3.12)
O (1.04, -2.85, 2.96)
C (1.70, -3.34, 4.14)
N (-0.11, -0.55, -0.57)
C (-0.37, 0.14, -1.81)
C (0.36, 1.30, -2.06)
C (0.10, 2.08, -3.18)
C (-0.87, 1.68, -4.07)
C (-1.60, 0.51, -3.85)
C (-1.37, -0.26, -2.71)
O (-2.02, -1.40, -2.42)
C (-2.93, -1.93, -3.38)
H (-2.15, -5.77, -3.64)
H (-0.66, -5.75, -4.61)
H (-1.99, -4.62, -4.99)
H (-0.01, -3.83, -5.77)
H (1.74, -2.21, -6.35)
H (2.81, -0.83, -4.59)
H (2.09, -1.08, -2.23)
H (-0.24, -3.68, -1.19)
H (0.13, -3.22, 1.03)
H (-2.64, 0.82, 3.31)
H (-1.25, 0.34, 5.28)
H (0.47, -1.42, 5.19)
H (2.28, -4.20, 3.82)
H (0.97, -3.64, 4.88)
H (2.36, -2.58, 4.55)
H (1.17, 1.56, -1.39)
H (0.68, 2.98, -3.35)
H (-1.08, 2.26, -4.96)
H (-2.35, 0.21, -4.56)
H (-3.30, -2.86, -2.98)
H (-2.41, -2.12, -4.32)
H (-3.76, -1.24, -3.56)
S (-4.66, 0.35, -0.46)
C (-4.44, -1.32, -0.31)
C (-3.37, -1.63, 0.46)
C (-2.72, -0.48, 0.99)
C (-3.34, 0.70, 0.58)
C (-3.11, 2.11, 0.97)
C (-4.16, 3.00, 1.15)
C (-3.88, 4.31, 1.51)
C (-2.56, 4.70, 1.69)
C (-1.57, 3.77, 1.49)
N (-1.83, 2.50, 1.13)
H (-5.11, -2.01, -0.81)
H (-3.06, -2.64, 0.69)
H (-5.18, 2.67, 1.03)
H (-4.68, 5.02, 1.65)
H (-2.30, 5.71, 1.97)
H (-0.52, 4.02, 1.62)
C (4.29, -0.27, 0.65)
C (2.86, -0.30, 1.13)
O (2.58, 0.92, 1.88)
P (1.31, 1.79, 1.55)
O (1.73, 2.91, 0.51)
C (2.88, 3.80, 0.71)
C (3.67, 3.85, -0.56)
O (1.15, 2.64, 2.89)
C (1.46, 2.14, 4.22)
C (2.72, 2.77, 4.73)
H (4.55, -1.22, 0.19)
H (4.97, -0.10, 1.49)
H (4.45, 0.52, -0.08)
H (2.67, -1.14, 1.80)
H (2.16, -0.37, 0.29)
H (3.47, 3.42, 1.55)
H (2.47, 4.77, 0.99)
H (4.09, 2.88, -0.81)
H (4.49, 4.56, -0.46)
H (3.04, 4.18, -1.39)
H (1.53, 1.05, 4.19)
H (0.60, 2.41, 4.83)
H (3.57, 2.52, 4.09)
H (2.93, 2.41, 5.74)
H (2.62, 3.86, 4.77)

Properties
gap between HOMO and LUMO (spin up / spin down): 7.59 / 7.35 eV
charge: +2
spin multiplicity: 4



# 3
The following is a DFT calculation (the ωB97M-V functional and the def2-TZVPD basis) of a molecular structure, C37H44AuN6P2Si2 in a non-equilibrium geometry.

CARTESIAN COORDINATES (ANGSTROEM)
Au (0.54, 0.77, -1.69)
C (3.49, 1.47, -3.36)
Si (3.93, 0.67, -1.68)
C (5.04, -0.86, -1.94)
C (4.78, 1.98, -0.58)
N (2.38, 0.10, -1.08)
P (1.96, -0.33, 0.43)
C (0.58, 0.69, 0.73)
P (-1.08, 0.41, 0.96)
N (-2.22, 0.17, -0.40)
Si (-3.68, 0.67, -2.80)
C (-4.04, 2.21, -3.85)
C (-2.97, -0.65, -3.97)
C (-5.17, 0.10, -1.75)
C (-1.72, 1.95, 1.66)
C (-3.06, 2.13, 2.02)
C (-3.47, 3.33, 2.57)
C (-2.57, 4.36, 2.75)
C (-1.24, 4.20, 2.37)
C (-0.83, 3.00, 1.83)
C (-1.65, -1.00, 2.00)
C (-2.58, -0.92, 3.03)
C (-2.96, -2.08, 3.70)
C (-2.37, -3.30, 3.40)
C (-1.40, -3.37, 2.41)
C (-1.05, -2.23, 1.71)
C (3.20, 0.14, 1.67)
C (4.38, -0.59, 1.79)
C (5.37, -0.15, 2.65)
C (5.19, 1.01, 3.39)
C (4.01, 1.73, 3.28)
C (3.02, 1.30, 2.41)
C (2.05, -2.15, 0.47)
C (2.12, -2.84, -0.73)
C (2.26, -4.22, -0.73)
C (2.32, -4.90, 0.47)
C (2.23, -4.21, 1.68)
C (2.09, -2.84, 1.68)
H (4.40, 1.70, -3.91)
H (2.94, 2.40, -3.22)
H (2.88, 0.81, -3.97)
H (5.98, -0.57, -2.40)
H (4.57, -1.59, -2.59)
H (5.27, -1.35, -1.00)
H (5.48, 2.57, -1.15)
H (5.32, 1.53, 0.24)
H (4.05, 2.66, -0.15)
H (-3.44, 2.18, -4.76)
H (-3.82, 3.15, -3.36)
H (-5.08, 2.22, -4.15)
H (-1.90, -0.53, -4.11)
H (-3.44, -0.55, -4.94)
H (-3.15, -1.67, -3.63)
H (-5.89, 0.90, -1.61)
H (-4.87, -0.25, -0.77)
H (-5.70, -0.70, -2.25)
H (-3.78, 1.34, 1.85)
H (-4.50, 3.46, 2.86)
H (-2.90, 5.30, 3.17)
H (-0.54, 5.01, 2.49)
H (0.20, 2.86, 1.52)
H (-3.03, 0.02, 3.32)
H (-3.71, -2.02, 4.48)
H (-2.66, -4.19, 3.94)
H (-0.90, -4.30, 2.18)
H (-0.31, -2.28, 0.93)
H (4.52, -1.49, 1.22)
H (6.29, -0.71, 2.75)
H (5.97, 1.36, 4.04)
H (3.87, 2.63, 3.86)
H (2.09, 1.85, 2.31)
H (2.08, -2.28, -1.65)
H (2.34, -4.75, -1.67)
H (2.45, -5.97, 0.47)
H (2.28, -4.75, 2.61)
H (2.03, -2.28, 2.61)
N (-3.03, 2.40, -0.79)
C (-2.38, 3.52, -1.23)
C (-1.29, 3.10, -1.94)
N (-1.23, 1.76, -1.99)
C (-2.40, 1.25, -1.37)
C (-1.93, -1.07, -0.97)
N (-0.88, -1.36, -1.71)
C (-0.96, -2.69, -1.98)
C (-2.08, -3.21, -1.40)
N (-2.70, -2.17, -0.77)
H (-3.92, 2.37, -0.33)
H (-2.71, 4.51, -0.98)
H (-0.55, 3.71, -2.42)
H (-0.22, -3.17, -2.58)
H (-2.48, -4.20, -1.39)
H (-3.53, -2.22, -0.21)

Properties
gap between HOMO and LUMO (spin up / spin down): 7.41 / 6.60 eV
charge: +1
spin multiplicity: 3